Molecular formula: C15H13AgClF4N2O4S
Method: DFT, the ωB97M-V functional and the def2-TZVPD basis

Net charge: +2
Spin multiplicity: 2
Expectation value of S²: 0.75
Frontier orbital gap (spin up / spin down): 7.64 / 7.66 eV
Lowest unoccupied orbital energy (spin up / spin down): -8.11 / -8.11 eV
E_HOMO (spin up / spin down): -15.8 / -15.8 eV
Energy: -65141.1820 eV

Positions of all 41 atoms, in Å:
C 5.277178 -0.320679 0.759960
C 3.807906 -0.188114 0.301271
C 2.863803 -0.351731 1.487372
F 3.379842 0.307351 2.595675
C 1.430504 0.069457 1.231828
C 0.476306 -0.926061 1.202339
C -0.840690 -0.582049 0.951576
C -1.244348 0.737692 0.772524
C -0.306434 1.776126 0.847239
S -0.825746 3.497871 0.686756
O -2.185724 3.634354 1.075927
O 0.132545 4.355772 1.300667
C -0.700346 3.811877 -1.159893
F -0.809634 2.668260 -1.840055
F 0.473583 4.357065 -1.412592
F -1.657423 4.644495 -1.484295
C 1.039778 1.418574 1.051332
Cl 2.277656 2.600466 1.084437
C -2.737490 0.722211 0.539955
O -3.609878 1.488118 0.703561
N -3.030732 -0.705636 0.126278
N -2.951796 -0.911158 -1.184401
C -3.265192 -2.057399 -1.738004
C -4.591318 -2.662493 -1.442190
C -2.295762 -2.720387 -2.642638
C -2.000493 -1.493196 0.880344
O -2.166074 -2.564598 1.343355
H 5.350299 -0.953992 1.640591
H 5.628387 0.736738 0.934332
H 5.854151 -0.751744 -0.054892
H 3.620033 -0.977463 -0.424697
H 3.678234 0.764856 -0.202678
H 2.845700 -1.412948 1.744486
H 0.741096 -1.962157 1.366339
H -4.779141 -3.497220 -2.110843
H -4.550367 -3.051904 -0.417898
H -5.385422 -1.925571 -1.541358
H -1.323251 -2.735500 -2.148716
H -2.221532 -2.200095 -3.599782
H -2.606605 -3.746783 -2.813392
Ag 7.208395 1.107593 1.590178

Atomic forces in eV per Å
-0.33 -0.40 -0.58
0.39 0.22 0.15
-0.03 -0.17 -0.20
-0.04 0.11 -0.04
0.02 0.19 0.10
-0.18 0.00 0.07
-0.21 0.35 0.03
0.09 0.00 0.08
0.06 -0.31 -0.04
-0.08 1.30 0.81
-0.05 -0.63 -0.43
0.19 -0.35 -0.21
0.15 0.16 0.28
-0.15 -0.13 -0.03
0.17 -0.10 -0.11
-0.19 -0.06 -0.14
-0.12 -0.15 -0.01
0.09 0.03 -0.07
-0.11 0.33 -0.15
0.02 -0.16 -0.25
-0.01 0.51 -0.06
0.36 -0.89 0.16
-0.43 0.22 0.21
0.26 -0.36 -0.11
-0.11 0.02 0.05
0.41 -0.11 0.36
-0.14 -0.29 -0.45
0.18 0.09 0.11
-1.01 -0.12 -0.16
0.18 0.03 0.06
-0.15 -0.04 0.02
-0.14 -0.02 -0.05
-0.01 0.00 0.14
0.03 -0.03 0.04
-0.03 0.00 -0.03
-0.16 0.14 0.08
-0.02 0.07 0.24
0.12 0.19 -0.19
0.08 0.05 -0.01
-0.10 0.02 -0.15
1.02 0.24 0.49